[1]
Entry from the OMol25 dataset: one molecule with the formula C6H15ClNPS at a distorted geometry (the ωB97M-V functional and the def2-TZVPD basis).

## Properties
SMILES = CC(C)N(C(C)C)[P@@H](=S)Cl
Frontier orbital gap = 9.42 eV
ΔE to the lowest compared entry with this formula, charge and spin = 7.13 kcal per mole
HOMO energy = -0.3284 Ha
Lowest unoccupied orbital energy = 0.5 eV
E = -1492.08055 hartree

Structure (XYZ):
```
25
Properties=species:S:1:pos:R:3:mulliken_charge:R:1
C 0.755 -2.237 0.032 -0.68
C 0.265 -1.051 0.881 -0.55
C -0.804 -1.660 1.764 -1.53
N -0.216 0.163 0.194 0.45
C 0.816 1.061 -0.271 -0.64
C 0.439 2.508 0.213 -1.22
C 1.109 1.080 -1.808 -0.89
P -1.672 0.183 -0.585 0.40
S -2.326 -1.440 -1.489 -0.34
Cl -3.042 1.047 0.834 -0.28
H -0.244 -2.435 -0.469 0.14
H 1.550 -1.873 -0.677 0.25
H 1.149 -2.956 0.789 0.35
H 1.060 -0.694 1.489 0.59
H -1.479 -2.270 1.154 0.41
H -1.553 -0.938 1.939 0.40
H -0.399 -2.143 2.559 0.49
H 1.723 0.748 0.211 0.54
H -0.315 2.928 -0.427 0.32
H 0.077 2.201 1.223 0.35
H 1.429 2.980 0.258 0.43
H 0.054 0.966 -2.311 0.18
H 1.680 0.226 -2.047 0.32
H 1.547 2.073 -2.057 0.38
H -1.601 1.533 -1.400 0.13
```

---

[2]
Entry from the OMol25 dataset: C27H40F3N8O9SV as an isolated structure at a distorted geometry (the ωB97M-V functional and the def2-TZVPD basis).

## Properties
Multiplicity = 3
Expectation value of S² = 2.01
Frontier orbital gap (alpha / beta) = 6.37 / 7.33 eV
ΔE to the lowest compared entry with this formula, charge and spin = 30.29 kcal per mole
HOMO energy (alpha / beta) = -0.2882 / -0.2882 Ha
Lowest unoccupied orbital energy (alpha / beta) = -1.5 / -0.5 eV
E = -3809.61538 hartree

Structure (XYZ):
```
89
Properties=species:S:1:pos:R:3:mulliken_charge:R:1
V 2.033 0.860 0.191 0.43
N -0.161 -0.810 0.042 1.00
O -1.006 -1.618 -0.258 -0.70
O 0.828 -1.061 0.744 -0.69
O 0.008 0.336 -0.448 0.13
N 1.937 2.522 -1.879 0.96
O 1.559 3.230 -2.774 -0.57
O 2.340 1.326 -1.965 -0.39
O 1.637 2.750 -0.672 -0.59
C 5.915 -0.119 -1.218 0.63
F 5.224 0.214 -2.275 -0.17
F 6.168 -1.398 -1.238 -0.20
F 7.002 0.592 -1.165 -0.20
S 4.824 0.179 0.313 1.28
O 5.603 -0.141 1.467 -0.61
O 4.145 1.478 0.289 -0.62
O 3.613 -0.655 0.182 -0.64
N -3.912 1.939 -0.196 0.06
C -3.433 0.645 -0.077 -0.06
C -4.000 0.115 1.041 -0.35
C -4.829 1.080 1.635 -0.96
C -4.805 2.186 0.816 -0.80
H -3.615 2.626 -0.863 0.23
H -2.759 0.302 -0.844 0.21
H -3.754 -0.872 1.403 0.71
H -5.480 0.932 2.481 0.46
H -5.339 3.120 0.871 0.44
N 1.912 -1.447 -3.788 0.15
C 0.901 -1.936 -2.988 -0.46
C 1.530 -2.720 -2.022 -0.29
C 2.903 -2.625 -2.213 -0.74
C 3.119 -1.822 -3.293 -0.78
H 1.855 -0.953 -4.659 0.26
H -0.135 -1.704 -3.160 0.28
H 0.999 -3.230 -1.233 0.61
H 3.705 -3.119 -1.685 0.48
H 4.054 -1.591 -3.772 0.46
N -2.897 -2.934 -2.133 0.51
C -4.227 -2.669 -1.920 -0.41
C -4.948 -3.439 -2.807 -0.53
C -4.025 -4.130 -3.616 -0.58
C -2.768 -3.819 -3.163 -0.49
H -2.161 -2.527 -1.583 0.29
H -4.540 -2.062 -1.086 0.25
H -6.020 -3.548 -2.836 0.44
H -4.348 -4.787 -4.408 0.42
H -1.775 -4.060 -3.508 0.42
N -0.476 -1.247 5.196 0.16
C -0.345 -2.022 4.067 -1.33
C -1.343 -1.694 3.193 -0.30
C -2.076 -0.666 3.827 0.09
C -1.594 -0.466 5.092 -1.03
H 0.070 -1.321 6.034 0.20
H 0.428 -2.772 4.080 0.52
H -1.623 -2.239 2.307 0.86
H -3.013 -0.207 3.548 0.43
H -1.899 0.181 5.897 0.42
N -2.508 0.316 -5.407 0.03
C -2.580 0.137 -4.055 -0.68
C -1.440 0.695 -3.524 0.24
C -0.578 1.020 -4.582 -0.78
C -1.300 0.883 -5.753 -1.04
H -3.263 0.115 -6.035 0.21
H -3.444 -0.376 -3.663 0.46
H -1.191 0.725 -2.474 0.44
H 0.446 1.324 -4.440 0.59
H -1.035 0.996 -6.790 0.40
C 2.326 3.862 3.414 -1.45
C 2.194 3.086 2.113 -0.92
N 1.836 1.633 2.189 2.32
C 2.805 1.001 3.115 -1.28
C 2.766 -0.514 3.396 -1.07
C 0.455 1.555 2.774 -0.11
C -0.664 2.318 2.106 -1.48
H 1.426 3.725 4.020 0.33
H 2.425 4.942 3.309 0.41
H 3.180 3.590 4.038 0.32
H 1.428 3.643 1.575 0.52
H 3.106 3.176 1.524 0.41
H 2.629 1.467 4.093 0.61
H 3.828 1.336 2.941 0.79
H 3.488 -1.093 2.817 0.23
H 1.773 -0.938 3.267 -0.21
H 3.103 -0.832 4.387 0.47
H 0.193 0.502 2.895 -0.55
H 0.535 1.893 3.812 0.67
H -0.801 2.221 1.030 0.02
H -1.562 2.020 2.650 0.43
H -0.575 3.394 2.287 0.40
```

---

[3]
Entry from the OMol25 dataset: one molecule with the formula C7H12N2 at a distorted geometry (the ωB97M-V functional and the def2-TZVPD basis).

## Properties
Frontier orbital gap (alpha / beta) = 7.28 / 8.24 eV
ΔE to the lowest compared entry with this formula, charge and spin = 96.68 kcal per mole
HOMO energy (alpha / beta) = -0.2901 / -0.3275 Ha
Lowest unoccupied orbital energy (alpha / beta) = -0.6 / -0.7 eV
E = -383.26915 hartree

Structure (XYZ):
```
21
Properties=species:S:1:pos:R:3:mulliken_charge:R:1
C 0.688 -2.029 0.249 -1.47
C 1.573 1.738 0.005 -1.27
C -1.831 0.686 1.236 -1.55
C 0.204 0.065 -1.322 -0.03
C -0.371 -1.042 -0.218 1.38
C 0.318 0.958 -0.227 0.29
C -0.410 0.314 0.869 -0.02
N 0.487 -0.124 -2.534 -0.70
N -1.604 -1.454 -0.514 -0.76
H 0.536 0.732 -3.085 0.26
H -1.788 -1.373 -1.515 0.31
H 0.213 0.236 1.767 0.37
H 0.265 -2.704 0.993 0.39
H 1.020 -2.616 -0.608 0.37
H 1.565 -1.536 0.671 0.31
H 2.277 1.179 0.633 0.27
H 1.344 2.664 0.539 0.33
H 2.071 1.976 -0.936 0.37
H -2.445 0.813 0.348 0.32
H -2.282 -0.101 1.842 0.38
H -1.829 1.618 1.808 0.43
```

---

[4]
Entry from the OMol25 dataset: a 2-piece molecular cluster, C4H8N2O overall at a distorted geometry (the ωB97M-V functional and the def2-TZVPD basis).

## Properties
SMILES = [H]/N=N/[H].C=C=C(C)O
Frontier orbital gap = 9.03 eV
ΔE to the lowest compared entry with this formula, charge and spin = 133.63 kcal per mole
HOMO energy = -0.3009 Ha
Lowest unoccupied orbital energy = 0.8 eV
E = -341.79069 hartree

Structure (XYZ):
```
15
Properties=species:S:1:pos:R:3:mulliken_charge:R:1
H -0.335 1.996 1.995 0.25
N -0.904 1.988 1.179 -0.45
N -1.198 0.777 1.072 -0.11
H -1.917 0.782 0.346 0.25
C 0.988 1.582 -1.091 -0.89
C 0.726 0.358 -0.686 0.00
C 0.451 -0.741 0.003 0.89
C -0.337 -1.752 -0.563 -1.42
O 1.057 -0.986 1.127 -0.49
H 1.792 1.878 -1.705 0.28
H 0.286 2.390 -0.902 0.29
H -1.004 -2.202 0.266 0.40
H -0.944 -1.450 -1.357 0.36
H 0.378 -2.672 -1.021 0.29
H 0.963 -1.948 1.339 0.36
```